{"formula": "C11H26N2", "method": "ωB97M-V/def2-TZVPD", "e_tot_ha": -543.49062, "e_above_lowest_kcal_mol": 95.5, "total_charge": 2, "smiles": "CC[N+](CC)=C(C)[N+](C)(CC)CC", "e_lumo_ev": -8.423, "orbital_gap_ha": 0.3942, "species": ["N", "N", "C", "C", "C", "C", "C", "C", "C", "C", "C", "C", "C", "H", "H", "H", "H", "H", "H", "H", "H", "H", "H", "H", "H", "H", "H", "H", "H", "H", "H", "H", "H", "H", "H", "H", "H", "H", "H"], "coordinates": [[0.211, -0.109, -1.408], [-0.058, 0.186, 1.039], [-0.480, -2.495, -1.007], [1.315, 0.856, -1.497], [0.596, -1.531, -1.500], [0.908, 2.355, -1.177], [-0.659, 0.156, -2.562], [-1.985, 0.331, -0.292], [1.273, -0.362, 1.442], [2.261, 0.587, 2.071], [-1.632, -0.560, 2.695], [-0.580, 0.137, -0.185], [-0.828, 0.605, 2.227], [-2.266, -0.928, 1.953], [-0.350, -3.557, -0.941], [-1.406, -0.608, -2.693], [1.666, -0.804, 0.544], [3.171, -0.030, 2.228], [-0.063, 0.851, 3.021], [-2.254, -0.498, -1.072], [-1.071, 1.085, -2.242], [1.622, -1.843, -1.121], [0.013, 0.228, -3.417], [0.670, -1.745, -2.456], [-1.447, 1.506, 1.982], [1.729, 0.856, -2.541], [-2.316, 1.405, -0.687], [2.488, 1.354, 1.304], [-2.173, -0.202, 3.535], [-1.047, -1.297, 3.149], [2.097, 0.715, -0.850], [1.028, -1.316, 1.926], [-0.626, -2.277, 0.037], [1.776, 1.198, 2.835], [0.968, 2.396, -0.075], [1.602, 2.925, -1.745], [-1.428, -2.315, -1.476], [-2.598, 0.103, 0.526], [-0.125, 2.646, -1.573]], "mulliken_charge": [0.388, 0.768, -1.105, -0.491, -0.401, -0.951, -1.110, -1.988, -0.842, -0.925, -1.289, -0.185, -0.386, 0.414, 0.468, 0.622, 0.194, 0.402, 0.209, 0.246, 0.613, 0.563, 0.251, 0.569, 0.435, 0.611, 0.343, 0.293, 0.436, 0.420, 0.398, 0.490, 0.230, 0.333, 0.370, 0.437, 0.350, 0.605, 0.215]}